The following is a DFT calculation (ωB97M-V with the def2-TZVPD basis set) of a structure of composition C4H5ClS2.

Geometry as ORCA input:
```
! RIJCOSX wB97M-V def2-TZVPD def2/J DEFGRID3
* xyz 0 1
C 2.70 -0.16 0.04
C -0.15 0.11 -0.06
C -1.48 -0.55 0.01
C -2.54 0.32 -0.03
H 3.57 -0.78 -0.62
H 2.69 -0.12 1.30
H 2.54 1.16 -0.43
H -1.80 -1.63 -0.08
H -2.54 1.34 0.26
S 1.07 -1.21 -0.17
S 0.07 1.80 -0.14
Cl -4.12 -0.28 -0.10
*
```

Values from the calculation:
energy relative to the best compared isomer or geometry (same formula, charge and spin) = 291.47 kJ/mol
gap between HOMO and LUMO = 0.288 Eh
LUMO = -0.9667 eV
HOMO = -8.80 eV

The following is a DFT calculation (ωB97M-V with the def2-TZVPD basis set) of a structure of composition C25H43BrCoN2P2.

Geometry as ORCA input:
```
! RIJCOSX wB97M-V def2-TZVPD def2/J DEFGRID3
* xyz 2 4
N -5.20 1.18 -1.77
C -4.93 1.84 -0.63
C -3.63 1.93 -0.12
C -2.56 1.39 -0.87
C -2.85 0.81 -2.11
C -4.20 0.69 -2.51
C -1.19 1.57 -0.33
Co 0.01 0.25 0.35
P 2.07 -0.34 0.98
C 0.00 1.47 -1.17
C 0.91 2.63 -1.19
C 2.02 2.65 -2.06
C 2.97 3.67 -1.96
C 2.87 4.65 -0.96
C 1.74 4.68 -0.13
C 0.72 3.75 -0.33
Br 4.22 5.85 -0.66
H -1.20 2.44 0.35
H -0.01 0.86 -2.08
H -3.45 2.48 0.80
H -2.10 0.40 -2.80
H -5.74 2.31 -0.06
H -4.44 0.17 -3.45
H 2.05 1.88 -2.85
H -0.21 3.93 0.21
H 3.76 3.71 -2.70
H 1.64 5.45 0.63
P -1.12 -1.80 0.20
C 2.66 1.36 1.27
C 4.02 1.89 0.85
H 2.47 1.57 2.33
H 1.92 1.96 0.72
H 4.07 2.97 1.06
H 4.82 1.42 1.40
H 4.20 1.77 -0.21
C 2.10 -0.65 -0.83
C 3.21 -1.24 -1.68
H 1.85 0.33 -1.30
H 1.18 -1.28 -0.93
H 2.82 -1.43 -2.70
H 4.04 -0.54 -1.77
H 3.55 -2.18 -1.24
C 1.79 -1.29 2.51
C 2.78 -2.19 3.24
H 0.96 -1.96 2.22
H 1.42 -0.55 3.25
H 2.24 -2.76 4.00
H 3.26 -2.90 2.58
H 3.53 -1.63 3.78
C -1.34 -2.87 1.73
C -1.85 -4.29 1.56
H -2.03 -2.28 2.34
H -0.41 -2.89 2.29
H -2.91 -4.35 1.32
H -1.29 -4.82 0.80
H -1.71 -4.83 2.51
C -0.41 -2.97 -1.07
C -0.25 -2.47 -2.51
H -1.07 -3.84 -1.04
H 0.56 -3.30 -0.66
H -1.23 -2.18 -2.92
H 0.45 -1.63 -2.62
H 0.14 -3.31 -3.12
C -2.84 -1.95 -0.43
C -3.90 -1.39 0.51
H -3.04 -3.01 -0.66
H -2.89 -1.37 -1.37
H -4.89 -1.66 0.11
H -3.82 -1.76 1.54
H -3.87 -0.29 0.53
N -0.53 0.94 2.23
H 0.05 1.73 2.47
H -0.46 0.25 2.98
H -1.47 1.32 2.19
*
```

Values from the calculation:
energy relative to the best compared isomer or geometry (same formula, charge and spin) = 0.00 kJ/mol
gap between HOMO and LUMO (spin up / spin down) = 0.260 / 0.195 Eh
LUMO (spin up / spin down) = -6.6662 / -8.4932 eV
HOMO (spin up / spin down) = -13.75 / -13.79 eV
expectation value of S² = 3.7733

The following is a DFT calculation (ωB97M-V with the def2-TZVPD basis set) of a cluster of 2 separate species, C5H11NO in total.

Geometry as ORCA input:
```
! RIJCOSX wB97M-V def2-TZVPD def2/J DEFGRID3
* xyz 0 1
C 0.95 -0.43 1.58
C -1.91 -0.16 -0.68
C -0.14 -1.15 0.82
C 1.55 0.34 -0.79
C 0.70 0.50 0.46
N -1.65 1.07 -1.06
O 0.04 1.60 0.61
H -1.22 1.14 -1.98
H -0.98 1.60 -0.26
H 0.65 -0.04 2.55
H 1.92 -0.91 1.61
H -2.45 -0.29 0.24
H -1.87 -0.99 -1.38
H -1.06 -1.29 1.37
H 0.16 -1.98 0.20
H 1.96 -0.66 -0.89
H 0.97 0.59 -1.68
H 2.37 1.06 -0.73
*
```

Values from the calculation:
energy relative to the best compared isomer or geometry (same formula, charge and spin) = 391.26 kJ/mol
gap between HOMO and LUMO = 0.309 Eh
LUMO = 0.6895 eV
HOMO = -7.72 eV

The following is a DFT calculation (ωB97M-V with the def2-TZVPD basis set) of a cluster of 2 separate species, C4H9OP in total.

Geometry as ORCA input:
```
! RIJCOSX wB97M-V def2-TZVPD def2/J DEFGRID3
* xyz 0 1
C -0.22 -1.17 0.71
C 0.06 0.19 0.00
C 0.95 -0.88 0.04
C 0.34 1.36 0.98
O 0.70 -1.85 -2.04
P -0.61 -1.53 -2.65
H -0.16 -1.13 1.78
H -1.12 -1.71 0.17
H -0.65 0.18 -0.86
H 2.00 -0.92 0.29
H 1.41 1.22 1.39
H -0.38 1.15 1.92
H 0.13 2.26 0.36
H -1.58 -1.10 -1.66
H -0.63 -0.18 -3.10
*
```

Values from the calculation:
energy relative to the best compared isomer or geometry (same formula, charge and spin) = 459.21 kJ/mol
gap between HOMO and LUMO (spin up / spin down) = 0.259 / 0.260 Eh
LUMO (spin up / spin down) = -0.7408 / -0.7396 eV
HOMO (spin up / spin down) = -7.80 / -7.80 eV

The following is a DFT calculation (ωB97M-V with the def2-TZVPD basis set) of a structure of composition C40H49MgN12O2PS.

Geometry as ORCA input:
```
! RIJCOSX wB97M-V def2-TZVPD def2/J DEFGRID3
* xyz -2 1
Mg -1.33 0.01 -0.70
C 4.07 -0.28 -1.29
N 2.76 -0.11 -1.85
C 1.62 0.15 -1.20
N 0.65 0.34 -2.08
C 1.27 0.17 -3.27
N 2.56 -0.10 -3.19
C 4.93 0.96 -1.43
C 6.28 0.86 -1.73
C 7.07 2.00 -1.84
C 6.51 3.25 -1.65
C 5.15 3.36 -1.35
C 4.37 2.22 -1.24
C 4.57 4.69 -1.16
N 5.14 5.84 -1.30
N 4.18 6.80 -1.01
C 3.10 6.15 -0.71
O 3.28 4.81 -0.78
C 1.80 6.68 -0.31
C 1.59 8.06 -0.34
C 0.37 8.57 0.03
C -0.66 7.72 0.43
C -0.46 6.34 0.47
C -1.55 5.41 0.93
N -1.71 4.27 0.08
C -1.21 3.03 0.24
N -1.49 2.30 -0.81
C -2.20 3.14 -1.61
N -2.34 4.36 -1.12
C 0.78 5.83 0.09
H 4.56 -1.13 -1.77
H 3.93 -0.52 -0.23
H 1.47 0.18 -0.11
H 0.76 0.22 -4.22
H 6.71 -0.12 -1.90
H 8.12 1.91 -2.08
H 7.10 4.15 -1.73
H 3.31 2.31 -1.01
H 2.40 8.71 -0.65
H 0.19 9.64 0.01
H -1.62 8.12 0.71
H -2.50 5.94 0.98
H -1.32 5.03 1.93
H -0.69 2.65 1.12
H -2.63 2.82 -2.54
H 0.94 4.76 0.09
C -3.00 -2.27 -3.43
C -4.21 -2.06 -2.57
C -5.34 -2.83 -2.71
C -6.47 -2.67 -1.90
C -6.42 -1.67 -0.91
C -5.31 -0.87 -0.74
C -5.29 0.21 0.31
C -4.11 -0.99 -1.57
N -3.07 -0.23 -1.42
H -3.15 -3.12 -4.11
H -2.11 -2.45 -2.82
H -2.77 -1.38 -4.02
H -5.35 -3.61 -3.47
H -7.35 -3.30 -2.01
H -7.28 -1.53 -0.26
H -6.21 0.20 0.91
H -5.16 1.19 -0.15
H -4.42 0.09 0.97
S -0.20 0.31 1.56
O -0.31 -1.79 -0.43
P -0.15 -2.28 1.00
N -0.11 -3.96 0.56
C -0.21 -5.01 1.54
C 0.30 -6.28 0.81
C 0.26 -5.90 -0.69
C -0.45 -4.53 -0.72
N -1.41 -2.51 2.11
C -2.70 -2.70 1.40
C -3.75 -2.48 2.48
C -3.11 -1.38 3.33
C -1.64 -1.78 3.37
N 1.39 -2.25 1.71
C 2.45 -3.12 1.21
C 3.66 -2.64 2.01
C 3.06 -2.42 3.40
C 1.62 -1.95 3.12
H -1.24 -5.16 1.89
H 0.39 -4.78 2.43
H -0.32 -7.14 1.04
H 1.32 -6.52 1.11
H -0.26 -6.65 -1.30
H 1.27 -5.79 -1.08
H -1.54 -4.68 -0.83
H -0.13 -3.89 -1.53
H -2.75 -3.69 0.95
H -2.84 -1.96 0.60
H -3.88 -3.38 3.08
H -4.71 -2.20 2.04
H -3.55 -1.29 4.33
H -3.19 -0.42 2.81
H -1.45 -2.46 4.21
H -0.99 -0.91 3.43
H 2.57 -2.99 0.13
H 2.27 -4.19 1.38
H 4.01 -1.68 1.61
H 4.49 -3.35 1.99
H 3.62 -1.70 3.99
H 3.05 -3.37 3.94
H 1.48 -0.88 3.27
H 0.91 -2.48 3.77
*
```

Values from the calculation:
gap between HOMO and LUMO = 0.098 Eh
LUMO = 3.3426 eV
HOMO = 0.68 eV

The following is a DFT calculation (ωB97M-V with the def2-TZVPD basis set) of a cluster of 2 separate species, C2H4ClNOS in total.

Geometry as ORCA input:
```
! RIJCOSX wB97M-V def2-TZVPD def2/J DEFGRID3
* xyz 0 1
C 1.40 0.44 -0.43
N 0.69 -0.61 -0.43
C 0.85 -1.85 0.10
O 0.65 -2.07 1.25
H 0.91 1.25 -0.80
H 2.43 0.43 -0.27
H 1.31 -2.57 -0.60
S -2.15 -0.17 0.41
Cl -3.30 -1.32 -0.74
H -1.79 -1.22 1.22
*
```

Values from the calculation:
energy relative to the best compared isomer or geometry (same formula, charge and spin) = 187.01 kJ/mol
SMILES string = C=NC=O.SCl
gap between HOMO and LUMO = 0.335 Eh
LUMO = 0.3162 eV
HOMO = -8.81 eV

The following is a DFT calculation (ωB97M-V with the def2-TZVPD basis set) of a cluster of 2 separate species, C5H7N3 in total.

Geometry as ORCA input:
```
! RIJCOSX wB97M-V def2-TZVPD def2/J DEFGRID3
* xyz 0 1
C -0.60 -2.13 0.76
C -0.09 -1.24 -0.06
C 0.71 -1.85 -1.07
N 1.18 -2.40 -1.97
C -0.39 0.39 -0.34
C 0.85 1.16 -0.41
H -0.15 -3.12 0.56
H -1.38 -2.10 1.53
H -0.95 0.45 -1.25
H -1.16 0.81 0.36
H 1.50 1.18 0.54
H 0.75 2.26 -0.57
H 1.28 0.79 -1.36
N -2.22 -1.04 -2.36
N -1.29 -1.55 -2.06
*
```

Values from the calculation:
energy relative to the best compared isomer or geometry (same formula, charge and spin) = 262.86 kJ/mol
SMILES string = C=C(C#N)CC.N#N
gap between HOMO and LUMO = 0.391 Eh
LUMO = 0.2817 eV
HOMO = -10.36 eV

The following is a DFT calculation (ωB97M-V with the def2-TZVPD basis set) of a structure of composition C12H18As2CaF15NO11.

Geometry as ORCA input:
```
! RIJCOSX wB97M-V def2-TZVPD def2/J DEFGRID3
* xyz -2 1
Ca -1.35 -0.18 0.14
As -5.22 0.80 -0.17
F -6.82 1.28 -0.72
F -5.85 -0.22 1.19
F -3.53 0.32 0.31
F -4.52 1.82 -1.44
F -5.18 2.14 0.94
F -5.39 -0.60 -1.22
As -1.42 -3.71 0.26
F -0.49 -3.92 1.79
F -0.24 -2.39 -0.07
F -2.29 -3.37 -1.22
F -2.53 -4.95 0.72
F -2.42 -2.42 1.00
F -0.40 -4.86 -0.63
C -0.35 0.36 -3.13
O -0.91 1.17 -4.17
O -1.25 0.60 -2.11
C 0.05 -1.12 -3.46
F 0.76 -1.20 -4.60
F 0.73 -1.59 -2.41
F -0.99 -1.93 -3.67
C -0.17 1.26 -5.39
C -0.74 2.43 -6.17
H -0.81 3.33 -5.55
H -0.09 2.63 -7.02
H -1.76 2.22 -6.51
H -0.36 0.39 -6.01
H 0.82 1.65 -5.14
H 0.63 0.82 -2.94
N -1.99 2.98 0.77
O -1.33 2.02 1.18
O -2.28 3.96 1.50
O -2.39 2.94 -0.40
C 4.54 2.86 -0.78
C 4.29 1.42 -0.21
C 4.01 1.44 1.26
O 2.81 0.70 1.37
C 2.22 0.51 0.18
O 1.10 0.13 0.04
O 3.04 1.00 -0.77
H 4.23 3.06 -1.80
H 5.58 3.19 -0.75
H 3.99 3.57 -0.15
H 4.95 0.59 -0.46
H 3.94 2.45 1.66
H 4.80 0.83 1.70
C 2.38 -2.43 5.03
C 0.87 -2.44 4.76
C 0.09 -1.56 5.78
O -0.88 -0.92 4.91
C -0.57 -1.00 3.64
O -1.11 -0.49 2.70
O 0.47 -1.84 3.52
H 2.62 -2.74 6.05
H 2.71 -1.40 4.88
H 3.05 -3.08 4.46
H 0.52 -3.45 4.53
H 0.79 -0.90 6.29
H -0.40 -2.16 6.54
*
```

Values from the calculation:
energy relative to the best compared isomer or geometry (same formula, charge and spin) = 59.85 kJ/mol
gap between HOMO and LUMO = 0.215 Eh
LUMO = 3.4024 eV
HOMO = -2.45 eV